(w)
Molecular formula: C3H10N3S
Method: DFT, ωB97M-V/def2-TZVPD

Structure (XYZ):
```
17
C3H10N3S ωB97M-V/def2-TZVPD
C -1.879 -0.455 -0.234
C -0.706 -1.272 0.231
C 1.616 0.079 -0.264
N 0.955 1.215 -0.154
N 2.901 -0.076 -0.106
N -1.600 1.012 0.110
S 0.897 -1.451 -0.735
H -2.303 -0.434 -1.209
H -2.773 -0.711 0.379
H -0.191 -0.956 1.118
H -1.044 -2.337 0.233
H 1.329 2.041 0.213
H -0.058 1.071 -0.116
H 3.152 -1.077 -0.105
H 3.614 0.545 0.286
H -1.867 1.600 -0.669
H -2.043 1.206 1.022
```

Computed properties:
Frontier orbital gap   10.7 eV
Net charge   +1
2S+1   1
LUMO energy   -3.2 eV

=====

(x)
Molecular formula: C3H10N3S
Method: DFT, ωB97M-V/def2-TZVPD

Structure (XYZ):
```
17
C3H10N3S ωB97M-V/def2-TZVPD
C 0.441 0.060 -0.705
C -0.343 0.173 2.868
C -0.641 -0.115 1.418
N 1.440 0.332 -1.573
N -0.491 -0.438 -3.123
N 0.479 -0.030 0.602
S -1.032 -0.340 -1.509
H 0.328 -0.604 3.271
H 0.146 1.171 2.849
H -1.201 0.012 3.534
H -1.378 0.723 0.999
H -0.948 -1.212 1.401
H 2.228 0.950 -1.300
H 1.344 -0.050 -2.458
H -0.770 -1.254 -3.639
H -0.795 0.212 -3.829
H 1.193 0.410 1.193
```

Computed properties:
Frontier orbital gap   10.8 eV
Net charge   +1
2S+1   1
LUMO energy   -3.5 eV

=====

(y)
Molecular formula: C3H10N3S
Method: DFT, ωB97M-V/def2-TZVPD

Structure (XYZ):
```
17
C3H10N3S ωB97M-V/def2-TZVPD
C 3.025 0.207 0.045
S 1.325 -0.825 0.608
N -0.018 0.065 -0.551
C -1.141 -1.001 -0.751
N -1.689 -1.044 0.490
C -1.907 0.463 0.638
N -0.733 1.115 0.045
H 3.674 0.004 0.998
H 2.929 1.246 -0.145
H 3.125 -0.247 -0.928
H 0.409 0.258 -1.443
H -0.843 -1.992 -1.121
H -1.807 -0.477 -1.358
H -1.033 -1.361 1.167
H -2.774 0.932 0.191
H -2.058 0.658 1.676
H -0.485 1.999 0.438
```

Computed properties:
Frontier orbital gap   9.4 eV
Net charge   +1
SMILES   CS[N@H+]1CNCN1
2S+1   1
LUMO energy   -4.5 eV

=====

It is (w) that is most stable; the runner-up trails by 61.3 kJ/mol.

=====

(w)
Molecular formula: C6H12N2O
Method: DFT, ωB97M-V/def2-TZVPD

Structure (XYZ):
```
21
C6H12N2O ωB97M-V/def2-TZVPD
C 1.263 -1.037 -1.515
C 1.088 0.854 0.353
C 0.576 0.141 -0.877
O 2.394 0.339 0.548
H 2.746 0.614 1.404
H 1.362 1.839 0.778
H 0.216 0.858 -1.616
H 2.205 -0.757 -1.999
H 0.626 -1.482 -2.284
H 1.482 -1.804 -0.769
C -0.900 -0.516 0.116
N -2.034 -0.294 -0.685
C -0.985 1.849 1.307
C -0.820 -1.688 0.814
N -0.274 0.805 1.023
H -2.018 0.541 -1.251
H -2.921 -0.455 -0.227
H -2.035 1.737 1.556
H -0.537 2.839 1.253
H -0.109 -1.811 1.619
H -1.327 -2.572 0.452
```

Computed properties:
Frontier orbital gap (alpha / beta)   6.2 / 6.2 eV
2S+1   1
LUMO energy (alpha / beta)   0.0 / 0.0 eV

=====

(x)
Molecular formula: C6H12N2O
Method: DFT, ωB97M-V/def2-TZVPD

Structure (XYZ):
```
21
C6H12N2O ωB97M-V/def2-TZVPD
C 2.476 0.525 -0.463
C 1.452 -0.767 1.337
N 1.234 0.043 0.136
C 0.150 0.933 0.135
N 0.019 2.049 -0.294
H 2.252 1.122 -1.345
H 3.079 -0.340 -0.748
H 3.065 1.135 0.229
H 0.503 -1.097 1.746
H 2.052 -1.637 1.064
H 1.984 -0.195 2.106
C -2.648 0.880 -0.188
C -0.909 -1.313 -1.058
C -1.465 0.189 0.454
O -1.573 -0.289 1.566
H -3.469 0.175 -0.318
H -2.991 1.684 0.464
H -0.123 -2.037 -0.907
H -1.898 -1.698 -0.849
H -0.820 -0.663 -1.917
H -2.368 1.302 -1.151
```

Computed properties:
Frontier orbital gap (alpha / beta)   8.1 / 7.3 eV
2S+1   1
LUMO energy (alpha / beta)   -0.7 / -1.2 eV

=====

(y)
Molecular formula: C6H12N2O
Method: DFT, ωB97M-V/def2-TZVPD

Structure (XYZ):
```
21
C6H12N2O ωB97M-V/def2-TZVPD
C 0.773 2.155 1.501
N -0.052 0.983 1.229
C -0.395 0.760 -0.001
C -0.028 1.636 -1.176
C -1.168 -0.517 -0.291
C -0.188 -1.667 -0.421
N 0.041 -2.154 -1.699
C 0.399 -2.210 0.660
O 0.288 -1.757 1.949
H 1.071 2.141 2.554
H 1.694 2.150 0.908
H 0.221 3.083 1.326
H 1.048 1.577 -1.358
H -0.553 1.311 -2.078
H -0.313 2.672 -0.973
H -1.771 -0.393 -1.197
H -1.872 -0.704 0.530
H -0.773 -2.118 -2.307
H 0.482 -3.072 -1.708
H 1.057 -3.070 0.627
H 0.037 -0.806 1.926
```

Computed properties:
Frontier orbital gap   8.1 eV
SMILES   C/N=C(\C)C/C(N)=C\O
2S+1   1
LUMO energy   0.9 eV

=====

(z)
Molecular formula: C6H12N2O
Method: DFT, ωB97M-V/def2-TZVPD

Structure (XYZ):
```
21
C6H12N2O ωB97M-V/def2-TZVPD
C 2.525 0.687 2.779
N 1.657 -0.194 2.019
C 0.687 0.249 1.131
O 0.609 1.434 0.910
C -0.110 -0.751 0.412
C -0.911 -0.524 -0.679
C -1.576 -1.687 -1.373
N -1.016 0.778 -1.095
C -1.450 1.116 -2.439
H 1.935 1.119 3.634
H 2.881 1.483 2.137
H 3.408 0.153 3.105
H 1.673 -1.199 2.242
H 0.053 -1.786 0.695
H -1.304 -2.644 -0.895
H -2.674 -1.575 -1.280
H -1.285 -1.715 -2.399
H -0.405 1.456 -0.590
H -0.556 1.143 -3.119
H -2.173 0.356 -2.784
H -1.969 2.099 -2.411
```

Computed properties:
Frontier orbital gap   8.6 eV
SMILES   CNC(=O)/C=C(/C)NC
2S+1   1
LUMO energy   0.9 eV

=====

It is (z) that is most stable; the runner-up trails by 95.3 kJ/mol.

=====

(w)
Molecular formula: C6H12N2O
Method: DFT, ωB97M-V/def2-TZVPD

Structure (XYZ):
```
21
C6H12N2O ωB97M-V/def2-TZVPD
C 1.135 0.685 0.028
C -0.797 -0.737 1.049
C 1.543 1.283 1.380
C -0.682 -0.953 -1.547
C -0.408 0.437 0.078
C -1.458 -1.618 0.101
N 1.517 1.599 -1.028
N -2.399 -2.352 -0.102
O -1.192 1.377 -0.061
H 1.654 -0.265 -0.127
H 0.913 2.417 -0.998
H 1.414 1.178 -1.944
H -2.992 -2.722 0.636
H 0.086 -1.246 1.439
H -1.463 -0.395 1.845
H 1.294 0.625 2.211
H 2.615 1.468 1.384
H 1.027 2.230 1.531
H -1.571 -1.196 -2.124
H -0.328 -0.096 -2.117
H 0.091 -1.718 -1.633
```

Computed properties:
Frontier orbital gap   9.6 eV
2S+1   1
LUMO energy   0.6 eV

=====

(x)
Molecular formula: C6H12N2O
Method: DFT, ωB97M-V/def2-TZVPD

Structure (XYZ):
```
21
C6H12N2O ωB97M-V/def2-TZVPD
H -3.470 -0.746 2.108
N -2.630 -0.167 1.975
N -1.906 -0.598 1.057
C -0.699 0.229 0.873
C 0.175 -0.325 -0.270
C 0.585 -1.777 0.040
C -0.581 -0.277 -1.607
C 1.462 0.506 -0.444
C 1.479 1.948 -0.001
O 2.461 0.033 -0.996
H -1.011 1.258 0.654
H -0.125 0.250 1.808
H 1.131 -1.833 0.989
H 1.241 -2.187 -0.736
H -0.284 -2.440 0.110
H -1.456 -0.938 -1.600
H -0.927 0.738 -1.830
H 0.061 -0.590 -2.438
H 1.387 2.008 1.086
H 2.433 2.404 -0.285
H 0.675 2.502 -0.491
```

Computed properties:
Frontier orbital gap   10.0 eV
SMILES   [H]/N=N/CC(C)(C)C(C)=O
2S+1   1
LUMO energy   0.6 eV

=====

It is (x) that is most stable; the runner-up trails by 209.2 kJ/mol.

=====

(w)
Molecular formula: C6H12N2O
Method: DFT, ωB97M-V/def2-TZVPD

Structure (XYZ):
```
21
C6H12N2O ωB97M-V/def2-TZVPD
C -1.990 0.720 1.082
C -0.889 0.314 0.442
C 0.507 0.608 1.036
C 0.915 2.069 1.028
O 0.933 -0.151 1.921
N -0.763 -0.322 -0.761
C -1.448 -1.573 -1.044
N 0.755 -0.144 -1.172
C 1.679 -1.227 -0.901
H -2.958 0.702 0.591
H -1.909 1.222 2.040
H 0.337 2.647 0.304
H 0.771 2.488 2.026
H 1.978 2.123 0.778
H -1.268 -1.872 -2.081
H -1.120 -2.374 -0.374
H -2.528 -1.443 -0.909
H 1.158 0.724 -1.518
H 2.479 -0.887 -0.237
H 1.199 -2.083 -0.421
H 2.162 -1.541 -1.831
```

Computed properties:
Frontier orbital gap   9.0 eV
SMILES   C=C(C(C)=O)N(C)NC
2S+1   1
LUMO energy   0.9 eV

=====

(x)
Molecular formula: C6H12N2O
Method: DFT, ωB97M-V/def2-TZVPD

Structure (XYZ):
```
21
C6H12N2O ωB97M-V/def2-TZVPD
H -2.240 -0.600 -1.849
N -1.701 0.158 -1.440
C -0.659 -0.233 -0.803
C -0.299 -1.670 -0.514
C 0.657 0.760 -0.826
C 1.965 0.286 -1.426
C 0.688 0.945 0.660
O 1.606 0.770 1.420
N -0.682 0.799 1.042
C -1.061 0.406 2.388
H 0.163 -2.105 -1.395
H -1.196 -2.253 -0.310
H 0.415 -1.742 0.311
H 0.266 1.657 -1.306
H 1.814 0.015 -2.471
H 2.358 -0.568 -0.879
H 2.720 1.070 -1.369
H -1.359 1.388 0.568
H -0.208 -0.061 2.874
H -1.360 1.282 2.967
H -1.889 -0.303 2.358
```

Computed properties:
Frontier orbital gap   9.5 eV
SMILES   [H]/N=C(\C)[C@H](C)C(=O)NC
2S+1   1
LUMO energy   0.9 eV

=====

(y)
Molecular formula: C6H12N2O
Method: DFT, ωB97M-V/def2-TZVPD

Structure (XYZ):
```
21
C6H12N2O ωB97M-V/def2-TZVPD
C 3.823 0.959 1.103
C 2.581 1.041 0.333
C 1.678 0.009 0.073
N 0.781 0.536 -0.809
C 1.036 1.893 -0.906
N 2.131 2.184 -0.254
H 3.927 1.823 1.788
H 4.656 1.095 0.393
H 4.059 0.085 1.709
H 1.554 -0.979 0.477
H -0.057 0.034 -1.052
H 0.453 2.339 -1.699
C -3.740 -1.002 0.262
C -2.399 -0.977 -0.430
O -1.885 -2.183 -0.951
H -4.298 -1.933 0.135
H -4.364 -0.211 -0.142
H -3.690 -0.876 1.340
H -2.425 -0.197 -1.182
H -1.641 -0.665 0.311
H -2.180 -2.973 -0.497
```

Computed properties:
Frontier orbital gap   9.0 eV
SMILES   Cc1c[nH]cn1.CCO
2S+1   1
LUMO energy   0.7 eV

=====

It is (y) that is most stable; the runner-up trails by 35.8 kJ/mol.